Entry 1:
This record from OMol25 describes a 2-piece molecular cluster, C6H15NOSi overall. The level of theory is wB97M-V/def2-TZVPD.

Geometry as XYZ:
```
24
Properties=species:S:1:pos:R:3:forces:R:3
Si -0.123 0.547 -1.412 0.3598 -0.9442 0.0886
O -2.774 -1.140 0.919 -0.4830 0.9711 -0.7294
N 1.144 -0.097 -0.325 -2.9390 0.1673 -3.4277
C -2.906 -0.278 0.113 1.9594 -1.3467 0.6436
C 1.672 0.662 0.708 0.9429 -0.3238 0.5811
C -4.005 0.608 -0.266 -2.8606 -2.9986 2.6209
C 2.393 1.874 0.214 0.1502 1.2218 -1.5282
C 1.345 -1.511 -0.273 -0.4261 -0.0237 0.9379
C 0.609 -2.284 0.845 0.4042 1.3574 0.8966
H 1.096 -1.941 -1.203 -0.0706 -0.5102 -1.3276
H 3.125 1.805 -0.652 -0.3162 -0.6186 1.5015
H 0.223 0.298 -2.881 -0.2037 -0.4831 0.6462
H 1.432 -2.999 1.220 -2.2154 0.3951 -0.2436
H -0.123 2.010 -1.505 -0.0182 0.4346 0.5207
H -0.446 -2.586 0.568 1.5384 -0.4677 0.1919
H 0.400 -1.487 1.626 0.4630 -1.1704 -0.3442
H -3.683 1.204 -0.980 1.2783 3.2212 -3.0898
H 0.924 1.056 1.338 -1.2301 0.4656 1.1333
H 2.397 -1.590 -0.104 0.9568 -0.6417 -0.0258
H -4.450 1.105 0.608 0.2787 0.0408 -0.1985
H 2.779 2.348 1.117 0.3002 0.6382 -0.4704
H 2.182 -0.067 1.342 0.8303 0.5061 0.1715
H 1.604 2.494 -0.311 0.7601 -0.1846 1.0985
H -4.813 -0.030 -0.707 0.5405 0.2940 0.3530
```
Positions in Å, forces in eV/Å.

As for the total energy: -656.9322 hartree. As for the spin multiplicity: 1. The value obtained for the energy relative to the best compared isomer or geometry (same formula, charge and spin) is 127.59 kcal per mole. The HOMO-LUMO gap (alpha / beta) is 7.334 / 7.201 eV.

Löwdin atomic charge list, values in e, 6 entries: 0.717 0.058 -0.352 -0.280 -0.385 -0.069

Entry 2:
This record from OMol25 describes one molecule with the formula C6H15NS. The level of theory is wB97M-V/def2-TZVPD.

Geometry as XYZ:
```
23
Properties=species:S:1:pos:R:3:forces:R:3
S 0.728 -2.020 -2.615 0.2133 0.1142 0.1299
N -0.673 0.981 1.810 0.2523 -0.5741 0.1950
C 0.500 0.265 1.255 -0.7074 0.5714 -0.0164
C -0.599 2.383 1.531 0.3358 1.8843 -0.8882
C -0.420 -1.297 -1.370 0.3598 -0.6284 -0.7488
C -0.293 0.206 -1.182 0.0815 0.0692 -0.3593
C -0.765 0.688 3.249 -0.3520 0.2000 -0.9250
C 0.806 0.614 -0.189 0.3050 -0.0726 -0.7957
H -1.026 2.666 0.561 -0.0791 -0.4819 -0.1421
H -1.801 0.841 3.548 0.0929 0.1511 0.3248
H 0.858 -0.925 -3.367 -0.0391 0.0568 -0.1464
H -0.527 -0.363 3.394 0.0510 -0.0481 0.1587
H -0.079 1.321 3.821 0.0033 -0.0986 0.2327
H 1.327 0.413 1.965 0.3662 -0.0451 -0.4388
H -0.146 -1.887 -0.496 -0.3630 0.2289 0.2596
H -1.298 0.594 -1.006 0.1592 0.1843 0.6573
H 0.246 -0.791 1.215 0.0474 -0.2218 0.5047
H -0.021 0.667 -2.138 -0.0284 -0.1793 -0.0640
H -1.406 -1.594 -1.713 -0.1812 0.1252 0.2769
H 1.702 0.071 -0.520 -0.0758 -0.2497 0.2923
H 0.420 2.806 1.458 0.1553 -0.4141 0.3002
H -1.093 3.103 2.190 -0.3075 -0.8224 0.5865
H 1.102 1.637 -0.425 -0.2896 0.2506 0.6061
```
Positions in Å, forces in eV/Å.

As for the total energy: -690.5090 hartree. As for the spin multiplicity: 1. The value obtained for the energy relative to the best compared isomer or geometry (same formula, charge and spin) is 20.33 kcal per mole. The HOMO-LUMO gap is 9.581 eV.

Löwdin atomic charge list, values in e, 6 entries: 0.676 -0.262 -0.214 -0.144 -0.546 -0.275

Entry 3:
This record from OMol25 describes a 2-piece molecular cluster, C6H15NSi overall. The level of theory is wB97M-V/def2-TZVPD.

Geometry as XYZ:
```
23
Properties=species:S:1:pos:R:3:forces:R:3
Si 1.177 0.325 -0.765 -2.9828 -1.2212 1.2207
N 1.812 -0.470 0.692 -0.5631 -0.0212 -2.3033
C -4.211 0.969 0.004 1.5359 0.1159 2.0328
C 3.202 -0.801 0.649 0.6835 -0.0714 1.8567
C -2.776 0.973 -0.463 0.0606 -1.0012 0.4192
C 1.401 -0.107 1.993 -0.7062 1.8011 0.7102
C 0.832 -0.829 -2.239 -1.9047 -0.8124 2.7312
C -1.788 0.304 0.095 2.4972 0.9713 -1.2716
H 0.376 0.313 1.926 0.5046 -0.3307 0.3806
H -0.247 -1.144 -2.324 0.9848 0.7211 0.4367
H -1.781 -0.269 0.989 -0.2150 -0.2208 0.8238
H 1.447 -0.915 2.747 0.0478 0.1661 -0.4950
H 2.082 0.721 2.282 -0.4269 -0.2100 0.7443
H 3.424 -1.480 1.524 -0.0351 0.5407 -0.8804
H -2.703 1.357 -1.468 0.4407 0.5516 -0.1266
H 1.342 -1.757 -2.194 0.8790 -0.9368 0.3025
H -4.649 0.217 -0.531 -1.6624 -1.8198 -1.6707
H 1.087 -0.394 -3.112 0.8934 1.6306 -3.0399
H 3.892 0.081 0.747 -0.3939 -0.5396 -0.1797
H -4.627 1.900 -0.252 -0.9138 1.1721 -0.0840
H 3.365 -1.350 -0.235 0.8014 -0.6149 -1.1879
H -4.412 0.691 1.063 0.5454 0.5370 -0.5407
H 1.754 1.664 -1.129 -0.0704 -0.4076 0.1213
```
Positions in Å, forces in eV/Å.

As for the total energy: -581.6840 hartree. As for the spin multiplicity: 1. The value obtained for the energy relative to the best compared isomer or geometry (same formula, charge and spin) is 100.68 kcal per mole. The HOMO-LUMO gap (alpha / beta) is 7.647 / 7.227 eV.

Löwdin atomic charge list, values in e, 6 entries: 0.816 -0.415 -0.121 -0.181 -0.312 -0.188

Entry 4:
This record from OMol25 describes a 2-piece molecular cluster, C6H15O2 overall. The level of theory is wB97M-V/def2-TZVPD.

Geometry as XYZ:
```
23
Properties=species:S:1:pos:R:3:forces:R:3
O -2.441 1.048 -3.528 -0.4553 -0.0269 -0.4171
O 0.216 0.235 3.086 -0.3518 -0.0873 -0.1420
C 1.024 0.323 -0.049 0.1375 -0.8365 0.9534
C 1.872 0.272 1.259 -1.0231 0.7730 -1.2138
C -1.312 0.058 -0.970 0.1020 -0.7787 0.4513
C -0.251 -1.839 0.259 1.2893 -0.1178 0.3928
C 1.165 0.944 2.474 1.0035 -0.3351 0.4257
C -0.353 -0.331 0.166 0.0706 0.6962 -0.8060
H -2.320 -0.201 -0.634 -0.1786 0.2761 -0.3156
H 0.526 -2.163 0.957 0.2768 0.3717 -0.1090
H -1.090 -2.295 0.726 -1.2919 -0.3428 -0.1107
H -1.111 -0.534 -1.871 0.1110 -0.0862 0.0145
H 2.045 1.180 3.153 -0.1451 0.1412 0.0089
H 1.584 -0.221 -0.826 -0.1507 0.0839 -0.2037
H -1.585 1.166 -3.945 0.1338 -0.0767 0.0376
H 0.866 1.961 2.095 -0.1755 0.1006 -0.0864
H -0.003 -2.293 -0.706 -0.2667 -0.0482 -0.0678
H -2.614 0.097 -3.557 0.1603 0.2479 0.1179
H 2.100 -0.776 1.449 0.3304 0.0521 0.3415
H -1.243 1.096 -1.275 -0.1597 0.1993 0.2850
H 2.750 0.868 1.004 0.5650 -0.2316 0.2894
H 0.916 1.359 -0.381 -0.0863 0.0544 0.0716
H -0.741 0.048 1.114 0.1046 -0.0287 0.0824
```
Positions in Å, forces in eV/Å.

The net charge is -1. As for the total energy: -388.0587 hartree. As for the spin multiplicity: 1. The value obtained for the energy relative to the best compared isomer or geometry (same formula, charge and spin) is 23.75 kcal per mole. The HOMO-LUMO gap is 5.207 eV.

Löwdin atomic charge list, values in e, 6 entries: -0.072 -0.350 -0.210 -0.220 -0.108 -0.093